The following is a quantum chemistry calculation of a 3-piece molecular cluster, C18H43ClN5Si overall in a non-equilibrium geometry, from the Open Molecules 2025 dataset.

Summary:
net charge: +1
E_tot: -47207.285 eV
orbital gap: 9.020 eV
LUMO: -3.663 eV

```
68
C18H43ClN5Si ωB97M-V/def2-TZVPD
Cl 2.26456 1.98993 -2.47840
Si 4.82948 0.60781 -4.53085
N 3.02365 0.54436 -2.13887
N 4.27829 -1.15410 -2.44379
N 1.90136 -0.18827 -0.15511
N 3.96501 -0.00931 -2.96163
N 3.60171 -1.39056 -1.36039
C -1.99979 -2.77971 -0.13982
C -1.74956 -0.55676 3.58083
C 1.80900 1.06439 0.65964
C -3.55873 2.58451 6.63435
C 5.34567 -0.93566 -5.37776
C 0.48823 1.80891 0.46371
C -2.02910 -1.05716 -2.06012
C 6.23185 1.62820 -3.90180
C -2.78865 1.76711 3.73086
C -3.02117 0.25799 3.78778
C -2.28012 -1.34115 -0.57872
C -4.29533 -3.70432 -0.76543
C 2.81355 -0.32063 -1.13252
C 3.62656 1.58577 -5.52948
C -2.78375 -3.84437 -0.90609
C -2.21022 1.99979 6.22958
C -1.82060 2.30978 4.78476
C -0.58213 -1.30152 -2.47831
H -1.95654 -1.62746 3.57478
H -3.75101 -0.00972 3.01956
H -1.01501 -0.36825 4.36536
H 7.05918 0.99033 -3.58328
H 3.36820 2.54940 -5.09311
H -3.31265 -1.07837 -0.33758
H -0.41924 -1.03373 -3.52425
H -4.81563 -4.50511 -1.29061
H 6.07824 -0.60529 -6.12278
H 6.59015 2.29105 -4.69268
H -3.47633 -0.01585 4.74287
H -0.81516 1.91939 4.59752
H -1.29236 -0.30119 2.61848
H 4.16786 1.78616 -6.46142
H 1.92019 0.72687 1.68813
H -1.43310 2.39238 6.88983
H 2.00653 -0.99700 0.45062
H 0.08063 -0.69975 -1.85237
H -3.56852 3.66852 6.50113
H -0.02384 1.95034 1.41456
H -0.92956 -2.99172 -0.23019
H -2.23312 -2.86592 0.92607
H 2.67145 1.69206 0.43144
H -3.74989 2.27860 3.81908
H -0.17552 1.23618 -0.18472
H 4.52752 -1.43435 -5.89754
H 0.64098 2.79340 0.02355
H -1.74938 3.39534 4.66313
H -2.47614 -4.82779 -0.54319
H -1.65490 -0.66854 0.02178
H -3.78030 2.37624 7.68105
H -0.29516 -2.34753 -2.35827
H 2.71014 1.05413 -5.78860
H -2.29291 -0.01534 -2.26164
H -2.40471 2.02664 2.73692
H -2.69660 -1.66003 -2.68007
H 5.83391 -1.65550 -4.72147
H 5.95721 2.25189 -3.04780
H -2.51104 -3.81830 -1.96539
H -4.65610 -2.75918 -1.17453
H -2.21879 0.91760 6.38844
H -4.37508 2.17060 6.04041
H -4.59343 -3.74619 0.28438
```